Here is a single C4H5NO molecule from OMol25. Energies are from ωB97M-V/def2-TZVPD.

Structure (XYZ):
```
11
C4H5NO, DFT ωB97M-V/def2-TZVPD
C 0.170 -0.551 2.092
C 0.084 -0.237 0.832
C -0.122 0.252 -0.370
C 0.331 -0.273 -1.703
N -0.907 1.493 -0.472
O -1.303 1.948 0.569
H 0.981 -0.176 2.711
H -0.579 -1.182 2.563
H 0.065 0.467 -2.464
H 1.412 -0.434 -1.740
H -0.163 -1.216 -1.960
```

Structure (SMILES): C=C=C(C)N=O
Energy above the lowest of the compared OMol25 structures with the same formula, charge and spin (kJ/mol): 393.03
Multiplicity: 1
Max |F| (hartree/bohr): 0.01194



Here is a single C4H5NO molecule at a distorted geometry from OMol25. Energies are from ωB97M-V/def2-TZVPD.

Structure (XYZ):
```
11
C4H5NO, DFT ωB97M-V/def2-TZVPD
N 1.485 -2.294 -0.898
C 0.921 -1.267 -0.821
C 0.294 0.016 -0.794
C -1.170 0.345 -0.316
C -0.005 0.641 0.580
O -0.064 -0.246 1.693
H 0.750 0.735 -1.438
H -1.661 1.206 -0.884
H -1.718 -0.525 0.002
H 0.364 1.671 0.681
H 0.803 -0.282 2.197
```

Structure (SMILES): N#C[C@H]1C[C@H]1O
Energy above the lowest of the compared OMol25 structures with the same formula, charge and spin (kJ/mol): 166.63
Multiplicity: 1
Max |F| (hartree/bohr): 0.05935



Here is a single C4H5NO molecule at a distorted geometry from OMol25. Energies are from ωB97M-V/def2-TZVPD.

Structure (XYZ):
```
11
C4H5NO, DFT ωB97M-V/def2-TZVPD
C -2.306 -0.031 0.327
C -0.913 0.197 0.191
C 0.275 0.352 0.174
C 1.452 -0.487 0.106
N 2.506 0.251 -0.283
O 1.422 -1.679 0.340
H -2.635 -0.716 -0.459
H -2.757 0.951 0.224
H -2.461 -0.456 1.323
H 3.432 -0.123 -0.223
H 2.289 1.230 -0.371
```

Structure (SMILES): CC#CC(N)=O
Energy above the lowest of the compared OMol25 structures with the same formula, charge and spin (kJ/mol): 175.41
Multiplicity: 1
Max |F| (hartree/bohr): 0.02207



Please write out number 1 again, unchanged.
Here is a single C4H5NO molecule from OMol25. Energies are from ωB97M-V/def2-TZVPD.

Structure (XYZ):
```
11
C4H5NO, DFT ωB97M-V/def2-TZVPD
C 0.170 -0.551 2.092
C 0.084 -0.237 0.832
C -0.122 0.252 -0.370
C 0.331 -0.273 -1.703
N -0.907 1.493 -0.472
O -1.303 1.948 0.569
H 0.981 -0.176 2.711
H -0.579 -1.182 2.563
H 0.065 0.467 -2.464
H 1.412 -0.434 -1.740
H -0.163 -1.216 -1.960
```

Structure (SMILES): C=C=C(C)N=O
Energy above the lowest of the compared OMol25 structures with the same formula, charge and spin (kJ/mol): 393.03
Multiplicity: 1
Max |F| (hartree/bohr): 0.01194